Entry 1:
76
Properties=species:S:1:pos:R:3:forces:R:3 method="wB97M-V/def2-TZVPD" energy_ha=-3325.45291 smiles=ClCCCl.ClCCCl.CC#N.CC#N.CC#N.CC#N.CC#N.CC#N.CC#N.CC#N.CC#N.CC#N charge=0 relative_energy_ev=1.359 max_force_ev_per_a=3.6
Cl -5.416050 5.101112 -5.268005 -0.035 0.864 0.824
C -5.572059 6.491624 -4.074343 -0.831 0.111 -0.357
C -6.375292 6.085839 -2.838440 -0.315 0.771 -1.256
Cl -5.436249 5.029173 -1.888052 0.864 -1.541 1.325
H -6.159796 7.264131 -4.570235 0.202 -0.048 -0.291
H -4.578386 6.881850 -3.854261 -0.104 -0.297 0.037
H -7.303809 5.621320 -3.170370 0.089 -0.180 0.120
H -6.642130 6.919910 -2.189411 0.129 0.312 -0.401
Cl 1.332691 1.137995 9.106676 -1.108 0.563 -0.043
C 0.079258 2.458504 8.926241 1.294 1.214 -1.559
C -0.150431 2.838836 7.408693 -0.536 -0.627 0.847
Cl -1.148244 1.548408 6.633723 0.142 0.359 0.018
H 0.548249 3.335077 9.373204 0.126 -0.044 0.058
H -0.843005 2.316038 9.489475 0.114 -0.710 -0.380
H 0.704723 3.000863 6.752534 0.443 -0.565 0.644
H -0.673454 3.790421 7.313592 -0.474 -0.195 0.400
C -0.830446 -5.680750 -5.376529 0.357 -0.269 0.082
C 0.516840 -5.735225 -6.000350 0.210 -0.074 -0.004
N 1.561256 -5.781889 -6.495233 -1.078 0.054 0.509
H -0.786781 -5.580705 -4.292010 0.400 0.391 -0.059
H -1.359698 -6.626661 -5.491562 0.062 0.037 -0.522
H -1.410917 -4.857954 -5.793857 0.059 -0.127 0.010
C 2.685567 -8.488317 -0.770565 -0.267 0.825 0.275
C 2.917552 -7.043053 -0.551637 0.453 -1.115 -0.125
N 3.081865 -5.925658 -0.374355 0.014 0.507 0.053
H 3.162800 -9.110920 -0.013780 0.022 0.260 0.043
H 3.033265 -8.803508 -1.754369 -0.217 0.134 0.038
H 1.603795 -8.559661 -0.657525 -0.004 -0.590 -0.280
C 8.727949 3.072348 -0.428726 -1.639 -0.458 0.909
C 7.326202 3.256331 0.113395 -2.121 1.108 0.044
N 6.236175 3.449292 0.515089 3.234 -0.725 -1.083
H 8.693698 2.286247 -1.183032 0.096 -0.039 0.144
H 9.232672 2.724049 0.472401 0.705 0.040 -0.400
H 9.174023 3.961119 -0.875072 -0.275 0.067 0.380
C -0.458427 0.560767 -0.124913 -0.100 -0.047 -0.951
C -0.649810 0.291827 -1.578824 -0.251 -0.745 -1.873
N -0.811082 0.039172 -2.711849 0.415 0.696 2.791
H 0.206154 1.418361 -0.020159 -0.138 0.001 0.109
H -0.008617 -0.299240 0.371231 -0.067 0.001 -0.144
H -1.434955 0.765917 0.313737 0.142 0.073 0.061
C -6.949311 -1.260816 -6.810181 0.248 0.060 0.422
C -8.130901 -0.510309 -6.379487 0.732 -0.819 -0.538
N -9.046229 0.045794 -5.988784 -0.719 0.507 0.257
H -6.380369 -0.715675 -7.563320 -0.118 -0.023 0.050
H -7.163911 -2.269787 -7.162375 -0.342 0.216 -0.110
H -6.331197 -1.383280 -5.920779 0.203 0.068 -0.073
C -0.527921 -4.523953 6.082701 0.345 -0.527 1.226
C -0.203645 -5.950173 6.145643 0.032 -2.101 -0.936
N -0.033827 -7.100902 6.187796 -0.154 1.985 0.052
H 0.184362 -4.106652 6.794469 -0.081 0.619 -0.129
H -1.513711 -4.465614 6.544117 -0.095 0.460 -0.285
H -0.457460 -4.020422 5.118543 -0.040 -0.444 0.066
C -6.605644 -2.046117 1.400515 0.125 -0.584 0.076
C -5.432649 -2.940660 1.184170 0.861 -0.076 -0.314
N -4.477473 -3.592276 1.060557 -1.624 0.979 0.184
H -7.521161 -2.637587 1.409423 0.104 -0.146 0.236
H -6.786099 -1.288480 0.637947 0.619 -0.117 -0.141
H -6.480429 -1.551427 2.363694 -0.081 -0.044 -0.044
C 1.706056 7.900397 -0.853840 -0.168 -0.423 -0.469
C 1.040955 7.758759 0.458660 0.445 0.234 0.286
N 0.607084 7.702287 1.527620 0.202 -0.045 -0.980
H 1.303945 8.723730 -1.444218 -0.028 0.157 0.355
H 1.570684 7.022520 -1.485604 -0.340 -0.218 0.265
H 2.791300 7.990240 -0.806098 -0.109 0.278 0.544
C 4.540813 0.531995 -4.426946 -0.744 1.668 -0.583
C 3.995689 1.803525 -5.004863 -0.987 1.902 -0.789
N 3.563494 2.774588 -5.502696 1.181 -2.507 1.339
H 4.241010 -0.213754 -5.163200 0.528 -0.378 0.333
H 4.083055 0.352230 -3.454195 0.009 -0.092 -0.146
H 5.609053 0.713244 -4.308166 -0.004 -0.590 -0.148
C 6.114109 -1.600864 4.852542 0.172 0.032 0.637
C 5.793821 -2.755112 5.717431 -1.142 -2.656 1.093
N 5.493713 -3.687576 6.373238 1.019 2.932 -1.911
H 6.659675 -0.913976 5.499574 0.067 0.223 -0.227
H 5.228233 -1.087756 4.478343 -0.108 -0.229 0.201
H 6.739791 -1.849135 3.995237 -0.019 -0.295 0.208

Entry 2:
90
Properties=species:S:1:pos:R:3:forces:R:3 method="wB97M-V/def2-TZVPD" energy_ha=-3433.35272 smiles="O=C1OC[C@@H](F)O1.O=C1OC[C@@H](F)O1.O=C1OC[C@@H](F)O1.O=C1OC[C@@H](F)O1.O=C1OC[C@@H](F)O1.COP(=O)(OC)OC.COCCOCCOC" charge=0 max_force_ev_per_a=4.3
O 3.829645 2.563298 -1.988072 0.121 -0.100 0.005
C 3.723752 3.396223 -1.152379 0.111 -1.012 0.276
O 3.391633 4.647340 -1.338853 -0.193 1.482 -1.400
C 3.244982 5.386742 -0.139822 -0.751 -1.088 0.824
C 3.699389 4.293792 0.881172 -1.005 2.238 2.897
F 2.579293 4.057221 1.788257 1.599 0.216 -1.270
O 3.959928 3.173937 0.184598 0.357 -0.486 -0.417
H 3.841794 6.317449 -0.121846 -0.274 -0.661 -0.216
H 2.146278 5.569308 -0.018405 1.057 0.135 0.131
H 4.544169 4.646511 1.558485 -1.017 -0.865 -0.836
O -0.745926 -1.445298 -4.330095 -0.355 -0.288 0.147
C -0.805037 -0.498056 -5.042210 0.757 -0.553 -0.289
O 0.291451 0.063749 -5.622283 -1.005 0.130 0.745
C -0.119750 1.364491 -5.992290 0.092 0.207 -3.222
C -1.653461 1.240112 -6.191261 2.106 1.116 1.469
F -1.890085 1.031206 -7.482554 -0.755 -0.584 -1.346
O -1.957527 0.108587 -5.422099 -0.031 0.222 0.069
H 0.202242 2.110823 -5.313660 0.090 0.505 1.020
H 0.320690 1.613511 -7.009153 -0.411 -0.350 1.209
H -2.145594 2.159899 -5.875481 -0.521 -0.487 0.270
O -5.287022 -4.665126 -1.281088 1.831 1.068 -1.271
C -4.560688 -3.969794 -1.965693 -2.242 -1.002 0.794
O -3.950639 -4.337472 -3.111169 0.272 1.114 0.127
C -3.166470 -3.176884 -3.565634 -1.697 0.233 -0.221
C -3.756146 -2.027554 -2.778856 -0.110 1.481 0.020
F -4.737989 -1.342088 -3.488527 0.200 -0.432 -0.030
O -4.363981 -2.641893 -1.698506 -0.104 -0.763 0.332
H -2.203948 -3.294932 -3.211770 2.216 -0.446 0.398
H -3.181808 -3.018340 -4.650016 -0.272 -0.356 0.405
H -3.089168 -1.237601 -2.375415 -0.010 -0.805 -0.511
O -2.058265 2.444036 -3.181418 2.402 -1.263 1.411
C -1.177634 1.931707 -2.489674 -2.573 1.643 -1.081
O -0.170543 1.189126 -2.911005 -0.403 0.179 -1.764
C 0.400360 0.495853 -1.838289 1.155 1.521 1.509
C 0.029715 1.416716 -0.661010 -0.376 -1.751 0.775
F 0.992032 2.347559 -0.432210 0.246 0.480 -0.121
O -1.128352 2.065271 -1.145354 0.021 -0.045 0.467
H -0.008193 -0.471793 -1.768953 -0.509 -1.139 0.205
H 1.474367 0.504889 -1.916351 0.376 -0.197 -0.301
H -0.141520 0.883102 0.316671 -0.205 0.706 -1.052
O 3.329338 -0.030769 0.476410 0.248 -0.245 0.126
C 4.088713 -0.405050 -0.357796 -0.792 0.611 -0.978
O 3.745640 -0.581253 -1.649701 0.061 -0.347 -0.768
C 4.882355 -0.970246 -2.430386 0.206 -1.086 0.288
C 6.018851 -1.141919 -1.403844 -0.719 0.339 -0.004
F 7.093517 -0.370388 -1.705472 -0.046 0.897 0.050
O 5.378751 -0.665319 -0.206020 2.206 -0.940 0.367
H 4.694255 -1.896635 -2.995521 -0.248 0.228 0.484
H 5.165082 -0.234825 -3.156419 -0.054 0.804 -0.162
H 6.511657 -2.116626 -1.322911 -0.963 -0.192 0.570
C -2.018295 -4.568939 0.054622 -0.094 -1.045 -1.212
O -1.776367 -3.651422 1.030704 0.207 1.742 2.614
P -1.412665 -2.135579 0.829010 1.003 -0.198 -0.562
O -1.364234 -1.680766 -0.564576 0.315 -0.454 -0.826
O -2.389917 -1.259884 1.630444 2.029 -1.619 2.850
C -3.270106 -0.469502 1.024450 -3.364 2.722 -0.403
O -0.112943 -1.948843 1.680228 -0.272 0.235 0.349
C 1.187552 -2.306062 1.237630 0.346 -0.259 0.400
H -1.137839 -5.190516 -0.031443 0.144 -0.352 -0.386
H -2.203415 -4.006040 -0.832917 -0.071 -0.175 -1.127
H -2.874891 -5.180809 0.293626 -0.283 -0.093 0.159
H -3.579078 0.372769 1.683033 0.059 -0.896 0.074
H -4.127032 -1.070402 0.764384 -0.680 0.191 -0.327
H -2.913194 0.054451 0.169211 0.600 0.028 -1.015
H 1.872676 -1.783326 1.926421 -0.174 -0.633 -0.294
H 1.368549 -1.913150 0.250301 0.027 0.100 -0.462
H 1.301945 -3.409864 1.225262 0.106 0.624 0.210
C -0.258171 -2.967186 6.143793 0.265 -0.116 -1.599
O -0.509237 -1.716119 5.477195 0.192 -0.477 0.690
C -0.768863 -0.676399 6.406119 -0.230 -0.675 -0.066
C -0.807461 0.654943 5.701567 -0.434 1.181 -0.546
O 0.510092 1.017740 5.313751 0.582 0.150 0.175
C 0.713648 1.347756 3.952454 0.182 -0.322 -0.546
C -0.085439 2.574546 3.451338 0.845 0.654 0.569
O -0.959815 2.133304 2.459559 -0.958 -0.764 -0.536
C -2.069140 2.917877 2.040973 1.171 0.403 0.741
H 0.502094 -2.834597 6.926144 -0.186 -0.109 -0.070
H 0.165787 -3.591515 5.306722 -0.420 0.289 1.111
H -1.168809 -3.474673 6.555018 0.533 0.640 -0.270
H 0.050787 -0.594486 7.142028 -0.163 -0.173 -0.076
H -1.694750 -0.985593 6.933240 0.164 0.804 -0.017
H -1.174814 1.443116 6.386512 0.102 -0.432 0.081
H -1.464459 0.757973 4.817010 0.052 -0.757 0.331
H 0.435662 0.490099 3.317933 -0.179 0.173 0.078
H 1.809370 1.466509 3.776143 -0.786 0.168 0.536
H 0.606270 3.329701 3.056829 0.020 -0.104 -0.220
H -0.566050 3.100401 4.298256 -0.294 -0.471 -0.164
H -1.746539 3.691965 1.351797 0.065 0.629 0.224
H -2.656980 3.279103 2.889725 0.185 0.297 -0.012
H -2.694020 2.300778 1.459423 -0.692 -0.980 -0.586